# 1
2 unconnected molecules or ions with the total composition C4H9NO2. Source: OMol25; level of theory: wB97M-V/def2-TZVPD.

Structure (ORCA input):
```
! wB97M-V def2-TZVPD RIJCOSX def2/J DEFGRID3
* xyz 0 1
C 2.304 -0.400 -1.372
N 1.269 0.021 -0.455
C 1.399 1.045 0.412
O 0.549 1.426 1.202
H 2.577 -1.448 -1.208
H 1.991 -0.279 -2.415
H 3.197 0.214 -1.212
H 0.390 -0.499 -0.436
H 2.390 1.537 0.346
C -2.402 0.399 0.471
C -2.142 -1.077 0.413
O -1.203 -1.581 -0.172
H -1.519 0.893 0.897
H -2.530 0.786 -0.545
H -3.290 0.640 1.060
H -2.848 -1.741 0.947
*
```

The SMILES is CNC=O.CC=O. Its energy above the lowest of the compared OMol25 structures with the same formula, charge and spin is 115.6 kJ/mol. The electronic energy comes out at -363.0415 Ha.

Taken from the natural (NBO) analysis, the atomic charges in e are: -0.41, -0.62, 0.54, -0.65, 0.20, 0.20, 0.20, 0.43, 0.10, -0.76, 0.47, -0.57, 0.30, 0.24, 0.22, 0.11

***

# 2
2 unconnected molecules or ions with the total composition C5H11NP at a distorted geometry. Source: OMol25; level of theory: wB97M-V/def2-TZVPD.

Structure (ORCA input):
```
! wB97M-V def2-TZVPD RIJCOSX def2/J DEFGRID3
* xyz 1 1
C 2.780 0.350 -0.099
C -2.115 1.478 0.082
C -2.885 0.290 -0.244
C -0.520 -1.999 -0.093
C -0.414 -0.504 0.170
N -1.477 0.175 0.005
P 4.291 0.952 -0.066
H 2.214 0.301 0.832
H -1.624 1.964 -0.724
H -2.453 2.121 0.887
H -3.618 -0.089 0.477
H -3.094 -0.003 -1.296
H -0.455 -2.224 -1.179
H 0.113 -2.582 0.585
H -1.589 -2.192 0.339
H 0.430 -0.208 0.747
H 5.078 0.880 -1.161
H 5.335 1.292 0.738
*
```

Its energy above the lowest of the compared OMol25 structures with the same formula, charge and spin is 538.2 kJ/mol. The electronic energy comes out at -592.7214 Ha.

Taken from the natural (NBO) analysis, the atomic charges in e are: -0.79, -0.22, -0.22, -0.69, 0.34, -0.26, 0.67, 0.16, 0.24, 0.27, 0.26, 0.25, 0.28, 0.26, 0.24, 0.24, -0.01, -0.01

***

# 3
A molecular structure, C48H55ClN4OPPtSSbSe. Source: OMol25; level of theory: wB97M-V/def2-TZVPD.

Structure (ORCA input):
```
! wB97M-V def2-TZVPD RIJCOSX def2/J DEFGRID3
* xyz 2 5
Pt 0.208 0.194 0.085
Cl -1.746 1.648 1.635
C -1.447 3.110 0.724
C -1.387 4.310 1.399
C -1.215 5.471 0.655
C -1.126 5.410 -0.728
C -1.178 4.187 -1.383
C -1.322 3.004 -0.659
P -1.317 1.337 -1.383
C -3.014 0.746 -1.274
C -4.065 1.653 -1.138
C -5.371 1.190 -1.112
C -5.632 -0.168 -1.240
C -4.587 -1.068 -1.393
C -3.275 -0.615 -1.404
C -0.979 1.571 -3.146
C -1.936 1.206 -4.094
C -1.719 1.471 -5.440
C -0.559 2.112 -5.846
C 0.403 2.468 -4.908
C 0.199 2.193 -3.566
H -1.476 4.337 2.478
H -1.166 6.425 1.163
H -1.019 6.320 -1.303
H -1.112 4.155 -2.462
H -3.872 2.715 -1.042
H -6.186 1.892 -0.993
H -6.654 -0.523 -1.224
H -4.786 -2.125 -1.511
H -2.473 -1.329 -1.557
H -2.859 0.732 -3.785
H -2.471 1.194 -6.168
H -0.403 2.338 -6.894
H 1.309 2.970 -5.223
H 0.948 2.487 -2.842
Se -0.732 -1.827 0.904
S -0.880 -3.255 -2.415
C 0.056 -2.882 -3.773
N 0.152 -1.637 -4.259
C 0.838 -1.268 -5.491
C 1.958 -2.256 -5.764
C 1.403 -3.668 -5.695
N 0.733 -3.852 -4.412
H -0.373 -0.940 -3.760
H 1.228 -0.258 -5.373
H 0.132 -1.251 -6.326
H 2.744 -2.130 -5.015
H 2.393 -2.069 -6.744
H 2.194 -4.410 -5.777
H 0.703 -3.838 -6.518
H 0.536 -4.782 -4.082
C 3.896 -2.313 2.038
C 3.989 -1.543 3.318
C 4.766 -2.042 4.358
C 4.835 -1.394 5.581
C 4.125 -0.222 5.782
C 3.354 0.299 4.754
C 3.282 -0.355 3.525
Sb 2.226 0.668 1.988
C 3.826 1.450 0.833
C 5.117 1.013 1.113
C 6.211 1.593 0.483
C 6.010 2.622 -0.423
C 4.721 3.054 -0.708
C 3.614 2.478 -0.096
C 2.234 2.984 -0.412
C 1.441 2.216 3.218
C 0.330 1.782 3.943
C -0.296 2.596 4.870
C 0.189 3.879 5.070
C 1.313 4.305 4.382
C 1.984 3.485 3.472
C 3.274 4.002 2.892
H 4.769 -2.950 1.893
H 3.815 -1.664 1.159
H 3.020 -2.961 2.061
H 5.322 -2.960 4.205
H 5.446 -1.805 6.374
H 4.174 0.293 6.732
H 2.816 1.222 4.923
H 5.287 0.235 1.849
H 7.212 1.255 0.716
H 6.855 3.097 -0.904
H 4.573 3.864 -1.414
H 2.267 3.802 -1.133
H 1.710 3.347 0.477
H 1.624 2.184 -0.848
H -0.054 0.776 3.796
H -1.146 2.230 5.431
H -0.286 4.538 5.787
H 1.716 5.291 4.583
H 3.713 4.729 3.573
H 3.125 4.508 1.936
H 4.007 3.214 2.738
C 5.042 -0.780 -2.304
N 3.610 -0.584 -2.512
C 3.238 0.632 -3.205
C 2.667 -1.259 -1.802
O 1.595 -0.674 -1.478
N 2.903 -2.559 -1.531
C 2.082 -3.300 -0.587
C 3.704 -3.408 -2.414
H 5.492 0.191 -2.083
H 5.533 -1.204 -3.182
H 5.213 -1.428 -1.449
H 3.816 0.702 -4.129
H 3.442 1.522 -2.605
H 2.182 0.597 -3.450
H 1.698 -2.622 0.167
H 2.716 -4.037 -0.095
H 1.252 -3.799 -1.083
H 3.867 -2.916 -3.368
H 3.146 -4.327 -2.591
H 4.668 -3.666 -1.972
*
```

Its energy above the lowest of the compared OMol25 structures with the same formula, charge and spin is 15.9 kJ/mol. As for the expectation value of S²: 6.015. The electronic energy comes out at -6116.5837 Ha.

Atom charges from the Mulliken analysis, given in e for atoms 1 to 99: 4.37, -0.08, 0.79, -0.59, -0.73, -0.87, -0.69, -0.10, 0.36, 0.43, -0.45, -0.80, -0.65, -0.72, -0.05, 0.45, -0.42, -0.77, -0.88, -0.85, -0.19, 0.53, 0.47, 0.46, 0.54, 0.50, 0.46, 0.42, 0.51, -0.03, 0.44, 0.49, 0.42, 0.48, 0.45, 0.03, -0.41, 0.36, 0.25, -0.29, -0.17, -0.87, -0.05, -0.24, 0.07, 0.42, -0.34, 0.49, 0.50, 0.31, 0.32, -0.80, 0.56, -0.56, -0.80, -1.01, -0.88, 0.92, -0.99, 0.80, -0.58, -0.83, -1.00, -0.11, 0.62, 0.09, 0.81, -0.59, -0.74, -0.86, -0.84, 1.16, -1.54, 0.51, -0.38, 0.39, 0.46, 0.40, 0.49, 0.35, 0.32, 0.45, 0.40, 0.50, 0.82, -0.48, -1.52, 0.48, 0.45, 0.43, 0.47, 0.63, 0.25, 0.23, -1.26, 0.36, -0.46, 0.15, -0.22

***

# 4
A molecular structure, C22H23BN2O4OsSe2 at a distorted geometry. Source: OMol25; level of theory: wB97M-V/def2-TZVPD.

Structure (ORCA input):
```
! wB97M-V def2-TZVPD RIJCOSX def2/J DEFGRID3
* xyz 0 1
Os 0.459 -0.636 -0.056
C -1.712 -1.403 3.598
Se -0.532 -1.964 2.156
C 1.102 -1.723 3.191
C 1.479 -0.263 3.292
Se 2.004 0.336 1.499
C 1.427 2.190 1.769
H -1.540 -2.083 4.428
H -2.734 -1.503 3.238
H -1.528 -0.373 3.893
H 1.859 -2.301 2.662
H 0.956 -2.164 4.179
H 2.300 -0.104 3.992
H 0.634 0.355 3.596
H 2.003 2.620 2.587
H 0.363 2.205 1.985
H 1.625 2.745 0.855
O 1.106 0.495 -4.186
C 0.769 -0.002 -3.147
O 1.423 0.335 -1.956
C -0.261 -1.007 -2.945
C -0.892 -1.504 -4.089
C -1.864 -2.457 -3.974
C -2.186 -2.891 -2.681
C -1.523 -2.384 -1.594
N -0.543 -1.431 -1.681
H -0.578 -1.106 -5.043
H -2.372 -2.858 -4.840
H -2.961 -3.629 -2.520
H -1.783 -3.856 -0.227
O 2.097 2.632 -2.571
B 2.268 1.428 -1.919
O 3.364 1.438 -1.076
C 3.892 2.702 -1.211
C 4.990 3.240 -0.586
C 5.302 4.561 -0.912
C 4.534 5.286 -1.817
C 3.420 4.724 -2.441
C 3.129 3.422 -2.114
H 5.574 2.668 0.121
H 6.164 5.027 -0.454
H 4.807 6.307 -2.045
H 2.808 5.274 -3.142
N -1.827 -2.848 -0.290
C -2.982 -2.348 0.350
C -3.216 -0.975 0.400
C -4.337 -0.491 1.056
C -5.222 -1.358 1.687
C -4.972 -2.722 1.658
C -3.862 -3.217 0.989
H -2.503 -0.300 -0.062
H -4.513 0.576 1.088
H -6.097 -0.973 2.193
H -5.648 -3.409 2.152
H -3.671 -4.284 0.966
*
```

Its energy above the lowest of the compared OMol25 structures with the same formula, charge and spin is 204.7 kJ/mol. The electronic energy comes out at -6181.0142 Ha.

Taken from the natural (NBO) analysis, the atomic charges in e are: -0.30, -0.80, 0.50, -0.60, -0.60, 0.53, -0.79, 0.22, 0.24, 0.21, 0.24, 0.22, 0.22, 0.21, 0.22, 0.23, 0.23, -0.55, 0.78, -0.71, -0.04, -0.15, -0.24, -0.21, 0.32, -0.41, 0.24, 0.22, 0.22, 0.39, -0.64, 1.30, -0.64, 0.21, -0.23, -0.22, -0.21, -0.26, 0.29, 0.23, 0.22, 0.22, 0.23, -0.65, 0.25, -0.30, -0.19, -0.25, -0.20, -0.30, 0.25, 0.21, 0.21, 0.21, 0.21

***

# 5
A gas-phase ion, C5H12NOS (charge +1) at a distorted geometry. Source: OMol25; level of theory: wB97M-V/def2-TZVPD.

Structure (ORCA input):
```
! wB97M-V def2-TZVPD RIJCOSX def2/J DEFGRID3
* xyz 1 1
O 1.011 1.491 0.700
C 0.683 1.987 -0.328
C -0.345 1.275 -1.187
C -1.436 0.660 -0.266
C -1.373 -0.847 -0.095
S 0.067 -1.678 0.543
C 0.705 -0.897 2.000
N 0.412 0.190 -1.874
H 1.001 2.963 -0.692
H -0.840 1.754 -2.024
H -2.383 0.889 -0.738
H -1.426 1.117 0.685
H -1.492 -1.316 -1.075
H -2.228 -1.225 0.383
H 1.214 -1.607 2.653
H 0.015 -0.254 2.524
H 1.504 -0.174 1.757
H -0.055 -0.170 -2.674
H 1.004 -1.517 -0.402
H 1.376 0.395 -2.164
*
```

Its energy above the lowest of the compared OMol25 structures with the same formula, charge and spin is 102.7 kJ/mol. The electronic energy comes out at -725.5794 Ha.

Taken from the natural (NBO) analysis, the atomic charges in e are: -0.53, 0.46, -0.17, -0.42, -0.54, 0.68, -0.80, -0.88, 0.15, 0.22, 0.24, 0.23, 0.26, 0.27, 0.27, 0.28, 0.30, 0.38, 0.21, 0.39